No. 1
Here is the molecule C5H8N2 from OMol25. Energies are from the ωB97M-V functional and the def2-TZVPD basis.

The calculation puts the highest occupied orbital energy at -7.754 eV. Its energy relative to the best compared isomer or geometry (same formula, charge and spin) is 106.2 kcal/mol. The HOMO-LUMO gap is 8.632 eV. Its total energy is -8290.390 eV.

Each line ends with the Mulliken charge.
Cartesian coordinates (Å):
C (2.19003, -1.11847, -1.51811)  -0.86
N (0.90259, -0.98185, -0.79797)  0.58
C (0.64860, 0.44696, -0.42729)  -0.43
C (-0.55679, 0.71304, -0.02517)  -0.04
C (-1.92285, 0.92230, 1.93680)  -0.97
C (-1.75582, 0.62392, 0.47462)  0.03
N (0.09403, -1.87424, -0.69055)  -0.76
H (2.10970, -0.57076, -2.46285)  0.34
H (2.32387, -2.18258, -1.69780)  0.31
H (3.00146, -0.69720, -0.91888)  0.29
H (1.45328, 1.15578, -0.59332)  0.31
H (-2.49608, 1.85238, 2.00729)  0.26
H (-0.93752, 1.10778, 2.37376)  0.32
H (-2.43444, 0.14402, 2.50670)  0.31
H (-2.62007, 0.45892, -0.16723)  0.31

Force components x, y, z for each atom (eV/Å):
C 0.19 -0.12 -0.08
N -0.31 -0.46 0.02
C -0.26 0.14 -0.09
C -0.11 -0.09 0.03
C -0.05 0.01 0.18
C 0.24 0.25 -0.10
N 0.57 0.32 0.10
H 0.08 -0.09 0.14
H 0.09 0.13 -0.01
H -0.06 -0.09 -0.07
H -0.21 -0.12 -0.29
H -0.02 -0.13 0.20
H -0.22 -0.09 0.05
H -0.03 0.02 -0.15
H 0.10 0.32 0.08



No. 2
Here is the molecule C5H8N2 from OMol25. Energies are from the ωB97M-V functional and the def2-TZVPD basis.

The calculation puts the highest occupied orbital energy at -7.347 eV. Its energy relative to the best compared isomer or geometry (same formula, charge and spin) is 57.3 kcal/mol. The HOMO-LUMO gap is 7.938 eV. Its total energy is -8292.512 eV.

Each line ends with the Mulliken charge.
Cartesian coordinates (Å):
C (-1.94865, 0.29694, -0.68737)  -1.22
C (-0.86890, -0.21952, 1.40350)  -1.05
C (-0.86956, 0.80148, 0.29211)  0.48
N (0.47321, 0.73253, -0.36693)  -0.28
C (1.12708, -0.28630, 0.20517)  0.51
N (2.38132, -0.62965, -0.15910)  -0.42
C (0.32203, -0.89489, 1.20713)  -0.34
H (-2.00837, -0.79546, -0.60687)  0.31
H (-2.94032, 0.67960, -0.42958)  0.31
H (-1.69364, 0.56063, -1.71802)  0.33
H (-1.02719, 1.83917, 0.61167)  0.40
H (0.94499, 1.52035, -0.79143)  0.23
H (2.75514, -1.49829, 0.18969)  0.23
H (2.78243, -0.28388, -1.01582)  0.22
H (0.64815, -1.78584, 1.73878)  0.29

Force components x, y, z for each atom (eV/Å):
C -0.12 0.00 -0.09
C 0.38 -0.01 -0.28
C -0.04 0.11 0.00
N 0.09 -0.28 0.23
C -0.06 0.12 -0.07
N 0.02 -0.08 0.00
C 0.02 -0.02 0.22
H 0.05 0.23 -0.15
H 0.23 0.03 -0.03
H -0.17 0.10 0.14
H -0.12 -0.26 -0.02
H -0.15 -0.24 -0.03
H -0.08 0.17 0.01
H -0.10 -0.03 0.10
H 0.03 0.15 -0.05



No. 3
Here is the molecule C5H8N2 at a distorted geometry from OMol25. Energies are from the ωB97M-V functional and the def2-TZVPD basis.

The calculation puts the highest occupied orbital energy at -10.030 eV. Its energy relative to the best compared isomer or geometry (same formula, charge and spin) is 14.3 kcal/mol. The HOMO-LUMO gap is 10.604 eV. Its total energy is -8294.378 eV. As for the SMILES: CC1=N[C@H](C)N=C1.

Each line ends with the Mulliken charge.
Cartesian coordinates (Å):
C (-0.36772, -1.46323, -0.04845)  -0.17
C (-0.97759, -0.14920, 0.22989)  0.77
C (1.23692, -0.15718, 0.64352)  0.30
C (-2.41651, 0.16233, 0.05508)  -1.03
C (2.28268, 0.48479, -0.25310)  -1.20
N (0.87738, -1.45947, 0.20464)  -0.55
N (-0.09723, 0.67121, 0.64937)  -0.62
H (-0.88008, -2.33454, -0.41889)  0.39
H (1.57944, -0.17890, 1.67853)  0.31
H (-2.99338, -0.73321, -0.15853)  0.30
H (-2.54645, 0.86812, -0.76506)  0.26
H (-2.80301, 0.63061, 0.95797)  0.30
H (1.84356, 0.72809, -1.21732)  0.29
H (3.09854, -0.22016, -0.39482)  0.33
H (2.66556, 1.39092, 0.20405)  0.32

Force components x, y, z for each atom (eV/Å):
C 0.39 0.05 0.09
C 0.42 0.13 0.18
C -2.00 1.59 0.03
C -0.21 0.23 0.01
C -0.15 -0.12 0.14
N 0.15 -0.92 -0.29
N 1.68 -0.68 0.02
H -0.14 -0.25 -0.07
H -0.01 -0.12 0.07
H -0.07 -0.06 -0.02
H -0.06 -0.01 -0.03
H -0.07 0.02 0.00
H 0.01 -0.01 -0.10
H 0.06 0.02 -0.03
H 0.00 0.12 0.00



No. 4
Here is the molecule C5H8N2 from OMol25. Energies are from the ωB97M-V functional and the def2-TZVPD basis.

The calculation puts the highest occupied orbital energy at -9.294 eV. Its energy relative to the best compared isomer or geometry (same formula, charge and spin) is 40.0 kcal/mol. The HOMO-LUMO gap is 9.740 eV. Its total energy is -8293.263 eV. As for the SMILES: CC1=C[C@@H](C)N=N1.

Each line ends with the Mulliken charge.
Cartesian coordinates (Å):
C (2.10172, 0.12332, 0.46130)  -1.25
N (0.87943, -0.40889, -1.39307)  -0.41
C (1.04106, 0.74082, -0.49346)  0.32
C (-0.31015, 0.89552, 0.12167)  -0.49
C (-0.99368, -0.19754, -0.23922)  0.44
C (-2.32837, -0.73739, 0.15469)  -1.06
N (-0.20957, -0.97255, -1.16090)  -0.24
H (2.88171, -0.37892, -0.12350)  0.37
H (1.60660, -0.63339, 1.08008)  0.32
H (2.55841, 0.88503, 1.09045)  0.33
H (1.44814, 1.62609, -0.99333)  0.41
H (-0.66616, 1.71700, 0.73492)  0.38
H (-3.14350, -0.08121, -0.16443)  0.28
H (-2.39824, -0.86317, 1.24012)  0.27
H (-2.46738, -1.71471, -0.31532)  0.33

Force components x, y, z for each atom (eV/Å):
C 0.09 0.16 0.19
N -0.40 -0.23 -0.12
C 0.15 -0.12 0.03
C 0.03 -0.25 0.01
C -0.07 0.20 0.11
C -0.10 -0.01 0.02
N 0.15 0.20 -0.29
H -0.17 0.29 0.12
H 0.15 0.18 -0.05
H -0.05 -0.02 0.10
H -0.08 -0.25 -0.09
H 0.23 -0.26 0.04
H 0.09 -0.07 0.04
H -0.01 0.04 -0.17
H -0.01 0.16 0.07



No. 5
Here is the molecule C5H8N2 at a distorted geometry from OMol25. Energies are from the ωB97M-V functional and the def2-TZVPD basis.

The calculation puts the highest occupied orbital energy at -9.016 eV. Its energy relative to the best compared isomer or geometry (same formula, charge and spin) is 63.2 kcal/mol. The HOMO-LUMO gap is 9.840 eV. Its total energy is -8292.257 eV. As for the SMILES: C=CN(C#N)CC.

Each line ends with the Mulliken charge.
Cartesian coordinates (Å):
C (2.15570, -0.25372, -0.22908)  0.39
C (-0.76546, 1.96391, 0.05814)  -0.81
C (0.48408, 1.53064, -0.20133)  -0.04
C (-1.15078, -1.30484, -0.34244)  -0.79
C (-0.01868, -1.06691, 0.58913)  -0.63
N (3.26794, -0.49522, -0.35218)  -0.50
N (0.89592, 0.03863, 0.12750)  0.01
H (-0.85084, 3.00801, -0.08191)  0.27
H (-1.48315, 1.36524, 0.59338)  0.28
H (1.23961, 2.22719, -0.49125)  0.34
H (-1.64031, -2.31014, 0.08395)  0.28
H (-1.85764, -0.44733, -0.63496)  0.32
H (-0.61410, -1.55115, -1.29659)  0.25
H (-0.39997, -0.91250, 1.62316)  0.23
H (0.73766, -1.79180, 0.55448)  0.41

Force components x, y, z for each atom (eV/Å):
C -1.66 0.31 1.19
C 2.38 -1.00 0.16
C -1.81 -3.53 1.88
C -0.72 -2.08 -1.47
C 0.19 3.04 0.60
N 1.29 -0.35 -0.63
N -0.66 4.06 -1.14
H -0.75 0.87 -0.09
H -0.30 0.08 -0.27
H 0.75 -0.35 -0.44
H 0.43 2.39 -1.29
H 0.95 -1.45 1.13
H -0.94 -0.13 0.45
H 0.68 0.20 -0.46
H 0.17 -2.03 0.37



No. 6
Here is the molecule C5H8N2 at a distorted geometry from OMol25. Energies are from the ωB97M-V functional and the def2-TZVPD basis.

The calculation puts the highest occupied orbital energy at -8.228 eV. Its energy relative to the best compared isomer or geometry (same formula, charge and spin) is 55.5 kcal/mol. The HOMO-LUMO gap is 9.233 eV. Its total energy is -8292.589 eV. As for the SMILES: CCc1c[nH]cn1.

Each line ends with the Mulliken charge.
Cartesian coordinates (Å):
C (1.08644, 1.82913, 0.64830)  -0.80
C (1.30303, 0.59355, -0.15950)  -0.41
C (0.07204, -0.29348, -0.19361)  0.38
C (-0.16360, -1.56062, -0.72112)  -0.52
N (-1.55648, -1.87683, -0.54372)  -0.17
C (-2.01770, -0.81600, 0.25263)  -0.27
N (-1.11206, 0.23129, 0.15141)  -0.43
H (-0.00827, 2.07754, 0.93763)  0.32
H (1.44233, 2.64014, -0.05724)  0.25
H (1.78664, 1.72066, 1.57614)  0.17
H (1.81488, 0.97267, -1.04277)  0.29
H (2.02273, -0.05391, 0.33982)  0.24
H (0.41553, -2.44421, -1.08981)  0.34
H (-2.29217, -2.26950, -1.11250)  0.25
H (-2.79335, -0.75045, 1.01435)  0.38

Force components x, y, z for each atom (eV/Å):
C 0.30 2.02 1.52
C -0.06 -1.67 0.53
C -0.24 -0.88 -3.26
C -0.53 -1.72 -0.99
N 0.65 2.33 3.18
C 2.73 2.86 -2.25
N -2.88 -2.24 3.52
H 2.04 -0.70 -0.40
H -0.34 -0.27 1.53
H -1.50 0.92 -1.43
H -0.65 -1.04 -0.79
H 0.42 0.11 -0.02
H -0.16 1.52 0.15
H 0.74 -0.94 -0.18
H -0.55 -0.29 -1.11